# C20H36Cl4N4

A cluster of 6 separate species, C20H36Cl4N4 in total in a non-equilibrium geometry (ωB97M-V with the def2-TZVPD basis set, the OMol25 dataset).

XYZ file:
```
64
Properties=species:S:1:pos:R:3:forces:R:3:lowdin_charge:R:1
C 20.726 -33.954 -14.614 0.1 1.3 0.6 -0.128
C 20.353 -35.221 -15.288 -0.7 -1.1 0.1 -0.270
C 21.470 -36.075 -15.949 -1.5 -0.2 0.2 -0.180
C 22.166 -35.300 -16.927 3.2 2.6 -3.0 -0.253
N 22.752 -34.697 -17.755 -1.9 -1.8 2.5 0.140
H 21.295 -34.040 -13.688 0.5 -0.4 -0.2 0.078
H 19.804 -33.499 -14.251 -0.1 0.2 -0.2 0.076
H 21.208 -33.236 -15.277 0.1 0.0 0.0 0.075
H 19.566 -35.013 -16.013 0.3 0.1 -0.5 0.112
H 19.788 -35.785 -14.546 0.3 -0.6 0.0 0.107
H 21.024 -36.826 -16.601 -0.4 -0.4 0.4 0.119
H 22.109 -36.623 -15.257 0.2 0.4 0.0 0.124
C 20.898 -29.520 -20.646 0.2 -1.4 0.2 -0.108
C 19.982 -29.611 -21.863 -1.3 0.6 1.6 -0.284
C 20.350 -28.676 -22.992 -0.4 -0.3 -0.5 -0.200
C 20.273 -27.232 -22.619 0.7 -0.2 0.1 -0.207
N 20.301 -26.128 -22.278 -0.2 -0.9 -0.3 0.135
H 20.702 -30.346 -19.962 -0.3 -0.2 0.0 0.067
H 20.844 -28.658 -19.980 0.1 0.4 -0.7 0.076
H 21.904 -29.755 -20.993 0.3 0.6 0.2 0.075
H 18.963 -29.348 -21.580 -0.2 0.3 0.3 0.106
H 19.809 -30.649 -22.149 0.8 0.0 -0.5 0.112
H 19.624 -28.885 -23.778 0.0 0.4 -0.3 0.111
H 21.313 -28.996 -23.389 0.2 0.7 0.0 0.117
C 15.608 -17.358 -15.762 1.5 -0.3 2.0 -0.074
C 15.769 -17.729 -14.196 -1.4 1.4 -0.9 -0.216
C 16.396 -16.566 -13.386 -0.5 0.8 1.0 -0.206
C 15.649 -15.255 -13.264 -1.7 3.2 -0.2 -0.207
N 15.109 -14.210 -13.067 2.1 -4.3 -0.8 0.110
H 15.864 -18.186 -16.423 -0.6 -0.1 0.1 0.060
H 16.423 -16.650 -15.910 -0.2 0.3 -0.4 0.056
H 14.656 -16.870 -15.971 0.1 -0.3 0.0 0.069
H 16.223 -18.687 -13.941 0.5 0.2 -0.4 0.099
H 14.771 -17.798 -13.763 -0.2 -0.3 -0.2 0.093
H 17.441 -16.335 -13.590 -0.1 0.0 -0.3 0.111
H 16.348 -16.790 -12.320 0.4 -0.7 0.2 0.105
C 26.444 -20.605 -9.139 -0.1 -1.4 0.7 -0.108
C 25.920 -20.960 -10.512 0.2 0.0 -0.8 -0.267
C 25.048 -22.225 -10.641 -0.4 0.0 1.5 -0.186
C 23.872 -22.249 -9.729 -1.0 0.1 0.4 -0.230
N 22.970 -22.298 -9.000 1.3 0.1 -1.0 0.130
H 27.047 -19.707 -9.001 -0.6 0.3 -0.5 0.077
H 27.135 -21.383 -8.814 0.1 -0.3 0.0 0.072
H 25.611 -20.690 -8.441 0.1 0.6 0.3 0.069
H 26.764 -21.237 -11.144 0.1 0.6 -0.3 0.104
H 25.363 -20.129 -10.947 0.2 0.1 -0.1 0.109
H 25.617 -23.087 -10.292 0.2 -0.2 -0.3 0.115
H 24.724 -22.386 -11.669 0.0 0.0 0.1 0.115
Cl 13.898 -21.029 -8.591 0.4 -1.2 0.5 0.475
C 14.195 -22.718 -7.878 -1.0 0.8 0.8 -0.649
C 15.098 -23.561 -8.734 -0.3 1.4 0.1 -0.687
Cl 14.974 -25.182 -8.073 0.1 -0.7 -0.2 0.591
H 13.224 -23.210 -7.819 -0.1 0.2 -0.5 0.054
H 14.447 -22.631 -6.821 0.6 0.4 -0.2 0.069
H 16.145 -23.259 -8.714 -0.2 0.0 -0.1 0.077
H 14.645 -23.402 -9.713 0.5 -0.9 -0.4 0.071
Cl 17.706 -27.245 -13.718 -1.1 -0.3 0.6 0.578
C 19.135 -26.588 -14.427 1.9 0.3 -0.2 -0.719
C 19.572 -25.222 -13.806 -0.2 -0.8 -0.2 -0.662
Cl 18.500 -23.980 -14.400 -0.7 1.0 -0.6 0.553
H 18.986 -26.587 -15.506 -0.2 0.9 0.1 0.063
H 19.908 -27.352 -14.350 0.2 0.2 0.6 0.062
H 20.590 -24.909 -14.037 0.0 -0.4 -0.3 0.067
H 19.454 -25.119 -12.727 0.1 -0.9 0.0 0.058
```
Forces are in eV/Å.

* SMILES string: CCCC#N.CCCC#N.CCCC#N.CCCC#N.ClCCCl.ClCCCl
* ΔE to the lowest compared entry with this formula, charge and spin: 187.0 kJ/mol
* maximum force: 5.036 eV/Å

***

# C20H36ClNO11S

A structure of composition C20H36ClNO11S in a non-equilibrium geometry (ωB97M-V with the def2-TZVPD basis set, the OMol25 dataset).

XYZ file:
```
70
Properties=species:S:1:pos:R:3:forces:R:3:lowdin_charge:R:1
C 3.188 -4.560 -1.029 -0.5 0.3 -0.1 -0.077
C 3.231 -3.024 -1.301 0.4 -0.8 0.3 -0.275
O 2.029 -2.378 -0.903 -0.2 -0.1 -0.4 -0.170
C 1.872 -1.117 -1.539 0.3 1.0 0.4 -0.178
C 1.035 -0.132 -0.656 1.0 -0.7 -0.9 -0.168
O -0.356 -0.373 -0.892 -0.2 0.1 0.6 -0.142
C -0.862 -1.258 0.113 0.7 0.7 -0.6 -0.131
C -2.344 -1.715 -0.179 0.6 0.9 2.0 -0.360
C -3.121 -1.021 -1.328 0.5 -0.8 -0.9 -0.091
C -4.204 -1.915 -2.028 -0.7 0.9 -0.3 -0.168
C -5.681 -1.575 -1.610 -0.2 -1.0 -0.3 -0.167
C -6.659 -2.346 -2.584 0.7 0.0 1.2 -0.220
O -7.887 -2.673 -1.901 0.3 -0.5 -0.7 -0.212
C -7.796 -4.042 -1.478 0.1 -0.1 0.0 -0.117
O -2.209 -3.172 -0.273 -1.3 -0.5 1.8 -0.156
S -2.180 -3.818 1.265 3.6 -3.0 1.4 0.775
O -3.169 -4.873 1.510 1.1 3.0 -0.9 -0.245
O -0.796 -4.231 1.600 -3.1 1.2 -1.2 -0.267
O -2.329 -2.390 2.160 -0.4 -0.5 -2.3 -0.182
C -3.066 -1.570 1.221 -2.2 -0.5 0.6 -0.812
N -4.414 -2.168 1.307 0.6 1.0 -0.3 0.058
Cl -3.262 0.166 1.729 1.0 -0.5 0.0 0.724
H 2.178 -4.960 -1.269 0.6 0.3 0.0 0.078
H 3.381 -4.819 0.035 0.0 0.2 -0.7 0.074
H 3.919 -5.065 -1.700 -0.4 0.3 0.6 0.073
H 3.403 -2.891 -2.395 0.0 0.2 0.7 0.118
H 4.060 -2.581 -0.691 -0.3 -0.2 -0.8 0.127
H 1.351 -1.194 -2.523 0.3 -0.2 0.5 0.133
H 2.891 -0.687 -1.725 -0.7 -0.1 0.2 0.126
H 1.319 0.896 -0.951 -0.6 -0.5 0.0 0.123
H 1.304 -0.240 0.415 -0.2 -0.1 -0.6 0.119
H -0.744 -0.730 1.092 -0.4 -0.5 -0.6 0.124
H -0.214 -2.161 0.117 -0.5 0.4 0.2 0.129
H -3.562 -0.057 -0.984 0.4 -0.8 0.0 0.111
H -2.384 -0.735 -2.112 -0.3 -0.2 0.8 0.123
H -3.996 -3.006 -1.960 -0.1 0.8 0.3 0.118
H -4.155 -1.682 -3.121 0.1 -0.2 0.7 0.118
H -5.871 -0.481 -1.597 0.2 -0.6 -0.2 0.116
H -5.933 -1.954 -0.596 0.3 0.2 -0.7 0.083
H -6.152 -3.318 -2.789 -0.2 0.7 -0.4 0.104
H -6.837 -1.796 -3.528 -0.1 -0.3 0.5 0.126
H -8.700 -4.348 -0.912 0.6 0.5 -0.2 0.092
H -6.864 -4.132 -0.870 -0.8 -0.3 -0.1 0.092
H -7.722 -4.739 -2.349 0.0 0.5 0.5 0.092
H -4.534 -2.458 2.277 0.1 -0.1 -0.2 0.101
H -5.091 -1.420 1.167 0.0 -0.3 -0.2 0.060
O 3.671 1.205 0.879 -0.4 -0.1 -0.2 0.115
C 2.903 1.857 1.530 0.6 0.1 0.0 -0.477
O 1.601 2.036 1.188 0.2 0.1 0.2 -0.008
C 0.985 2.952 2.108 -0.3 0.2 0.1 -0.143
C 1.841 2.898 3.357 0.0 0.1 0.4 -0.149
C 3.222 2.621 2.788 -0.3 -0.1 0.4 -0.076
H 0.975 3.946 1.654 0.1 0.0 0.0 0.130
H -0.042 2.641 2.299 0.0 -0.1 -0.2 0.123
H 1.785 3.806 3.957 0.0 0.0 -0.1 0.120
H 1.528 2.059 3.985 0.0 0.1 0.0 0.119
H 3.742 3.545 2.518 -0.1 -0.3 0.1 0.089
H 3.828 2.022 3.465 0.2 0.0 -0.2 0.131
O 4.138 5.403 2.047 -0.2 0.4 -0.3 0.098
C 4.908 5.708 1.179 0.0 -0.3 0.3 -0.468
O 4.533 5.951 -0.098 -0.1 0.0 0.3 0.040
C 5.698 6.179 -0.908 0.2 0.1 -0.4 -0.154
C 6.780 6.603 0.063 0.4 0.1 0.0 -0.160
C 6.404 5.832 1.318 0.2 0.4 -0.2 -0.072
H 5.946 5.251 -1.429 0.0 0.0 0.1 0.130
H 5.481 6.950 -1.647 -0.2 -0.1 0.1 0.126
H 7.787 6.397 -0.297 -0.1 0.0 0.0 0.119
H 6.705 7.676 0.257 0.0 -0.1 0.0 0.121
H 6.842 4.832 1.329 -0.1 0.0 0.1 0.137
H 6.668 6.374 2.223 -0.1 -0.3 0.1 0.129
```
Forces are in eV/Å.

* ΔE to the lowest compared entry with this formula, charge and spin: 0.0 kJ/mol
* maximum force: 4.941 eV/Å

***

# C20H36NOPt

A structure of composition C20H36NOPt in a non-equilibrium geometry (ωB97M-V with the def2-TZVPD basis set, the OMol25 dataset).

XYZ file:
```
59
Properties=species:S:1:pos:R:3:forces:R:3:lowdin_charge:R:1
O 5.724 -2.608 -2.925 -0.2 0.4 0.4 -0.053
C 5.383 -2.071 -1.649 -0.2 -0.6 -0.2 -0.270
C 6.447 -2.551 -0.642 0.5 0.2 -0.2 -0.150
C 6.770 -1.544 0.488 -0.9 -2.5 1.3 -0.141
C 5.590 -1.074 1.293 1.7 4.9 -5.0 0.222
C 5.809 0.320 1.822 0.4 -1.8 2.3 -0.160
C 5.610 1.399 0.693 -0.6 0.3 -0.8 -0.139
C 4.261 1.309 -0.074 -0.1 -0.1 0.7 -0.195
C 3.046 1.493 0.889 -0.2 -0.5 -0.3 -0.185
C 1.737 0.806 0.350 0.2 1.2 0.1 -0.180
C 0.640 1.858 -0.041 -0.5 -1.1 -0.4 -0.192
C -0.755 1.595 0.655 0.9 1.5 -1.0 -0.192
C -1.864 1.838 -0.395 -0.4 -1.5 0.1 -0.218
C -3.278 1.305 0.041 0.6 1.4 -0.7 -0.208
C -4.018 0.859 -1.241 0.3 -1.0 0.4 -0.219
C -5.397 0.123 -1.020 0.7 1.6 0.6 -0.183
C -5.923 0.136 0.439 -1.2 -0.9 -0.2 -0.131
N -6.963 -0.912 0.547 0.1 -0.4 0.2 -0.125
C -7.192 -1.776 1.597 -0.2 -0.5 0.4 -0.117
C -8.229 -2.612 1.266 -1.0 -0.5 -0.9 -0.107
C -8.702 -2.275 -0.078 1.9 0.4 2.3 -0.065
C -7.858 -1.235 -0.415 -1.9 -0.3 -2.4 -0.163
H 4.987 -2.404 -3.516 0.3 -0.2 -0.1 0.101
H 4.379 -2.472 -1.398 0.3 0.5 0.3 0.130
H 5.345 -0.963 -1.693 0.1 -0.4 0.1 0.110
H 7.378 -2.691 -1.223 -0.4 0.1 0.3 0.135
H 6.217 -3.540 -0.210 -0.1 0.4 -0.2 0.132
H 7.444 -2.077 1.208 0.1 0.4 -0.3 0.170
H 7.339 -0.652 0.163 -0.3 -0.1 0.4 0.153
H 4.653 -1.117 0.697 -0.4 -1.4 1.6 0.140
H 6.843 0.345 2.207 -0.4 0.3 -0.2 0.132
H 5.136 0.533 2.671 0.1 0.1 -0.4 0.130
H 6.486 1.409 0.018 -0.4 -0.4 0.3 0.122
H 5.628 2.379 1.205 0.0 -0.5 0.1 0.136
H 4.119 0.347 -0.596 0.3 0.3 0.1 0.068
H 4.258 2.086 -0.858 0.0 -0.3 0.3 0.132
H 2.912 2.576 1.031 -0.2 -0.4 0.1 0.113
H 3.227 1.062 1.890 0.3 0.2 -0.4 0.097
H 1.332 0.121 1.113 0.2 0.2 -0.2 0.099
H 1.988 0.198 -0.539 -0.1 0.2 0.4 0.101
H 0.972 2.900 0.079 0.0 -0.4 0.2 0.107
H 0.463 1.720 -1.126 0.1 0.3 0.4 0.098
H -0.859 2.352 1.454 -0.1 -0.7 0.1 0.116
H -0.728 0.569 1.049 -0.5 0.4 0.0 0.101
H -1.917 2.885 -0.735 0.1 -0.3 0.4 0.124
H -1.595 1.247 -1.295 0.0 0.3 0.4 0.099
H -3.167 0.515 0.799 -0.1 0.1 -0.4 0.103
H -3.785 2.173 0.503 -0.1 -0.6 0.0 0.117
H -3.351 0.130 -1.748 -0.3 0.3 0.2 0.106
H -4.100 1.700 -1.952 0.0 -0.2 0.5 0.085
H -5.323 -0.916 -1.365 -0.3 0.4 -0.1 0.122
H -6.188 0.670 -1.658 0.0 -1.1 0.0 0.003
H -5.174 -0.135 1.195 -0.1 0.3 -0.3 0.115
H -6.452 1.074 0.682 0.8 -0.1 0.0 0.122
H -6.623 -1.802 2.525 0.0 0.4 -0.4 0.112
H -8.651 -3.422 1.862 0.4 0.4 0.0 0.089
H -9.486 -2.745 -0.662 0.3 0.3 0.1 0.091
H -7.985 -0.793 -1.405 0.7 0.5 0.6 0.113
Pt -6.558 2.356 -1.971 -0.1 0.3 -0.1 0.149
```
Forces are in eV/Å.

* net charge: +1
* maximum force: 7.196 eV/Å

***

# C20H36O12S3

A cluster of 5 separate species, C20H36O12S3 in total in a non-equilibrium geometry (ωB97M-V with the def2-TZVPD basis set, the OMol25 dataset).

XYZ file:
```
71
Properties=species:S:1:pos:R:3:forces:R:3:lowdin_charge:R:1
C 2.569 -1.444 -1.782 2.2 -0.5 -1.6 0.021
C 2.883 -1.617 -3.243 -2.0 1.6 -0.9 -0.295
C 3.919 -0.726 -3.979 2.4 -0.3 4.7 -0.093
O 4.635 -1.710 -4.599 2.6 1.2 -2.7 0.101
C 4.292 -2.913 -4.307 1.9 -5.1 -0.3 -0.599
O 4.923 -3.918 -4.629 -1.3 2.1 0.3 0.118
O 3.216 -2.953 -3.546 0.7 -0.3 1.0 0.120
H 2.023 -2.265 -1.541 -2.1 -2.3 0.6 0.031
H 1.982 -0.608 -1.548 -0.1 1.5 0.6 0.058
H 3.481 -1.678 -1.243 0.3 1.0 0.4 0.113
H 2.046 -1.539 -3.940 -1.0 0.7 0.8 0.152
H 4.703 -0.037 -3.395 -1.8 -1.7 -0.5 0.183
H 3.468 -0.097 -4.621 -1.6 2.0 -2.5 0.080
C 1.013 -4.802 2.379 -5.7 3.0 -0.9 0.041
C -0.114 -3.757 1.914 0.7 -0.8 5.3 -0.282
C 0.289 -2.296 1.781 5.1 -1.8 -1.5 -0.048
O 0.367 -2.254 0.327 0.3 1.4 -0.7 0.016
C -0.230 -3.334 -0.263 -0.2 2.0 -2.5 -0.557
O -0.494 -3.467 -1.447 1.0 0.5 2.4 0.144
O -0.520 -4.156 0.679 -2.2 -2.9 0.0 0.122
H 1.208 -4.765 3.347 0.5 0.4 4.6 0.043
H 1.865 -4.704 1.948 5.5 1.4 -3.4 0.026
H 0.731 -5.740 2.149 -1.6 -3.2 -0.7 0.058
H -0.940 -3.740 2.760 1.1 -0.7 -2.1 0.184
H 1.420 -2.092 2.229 -2.9 -0.5 -1.2 0.196
H -0.333 -1.551 2.129 -1.6 1.4 0.7 0.076
O 1.550 1.742 0.353 0.1 -0.8 -2.1 -0.314
S 1.986 2.303 1.575 -3.0 0.6 2.8 0.638
O 3.126 1.829 2.291 1.7 0.4 -0.6 -0.282
C 1.844 4.120 1.565 2.2 -1.3 1.7 -0.183
C 1.685 4.411 3.091 -5.5 1.3 -1.5 -0.185
C 1.013 3.247 3.883 4.7 -3.1 -2.1 -0.147
C 0.735 2.120 2.824 4.2 -1.2 3.1 -0.233
H 1.137 4.576 0.944 -1.5 -0.1 -1.0 0.082
H 2.806 4.330 1.106 0.4 0.8 0.4 0.096
H 2.524 4.783 3.457 4.0 1.0 1.9 0.045
H 0.927 5.312 3.315 1.6 -1.6 -1.2 0.156
H 0.206 3.631 4.356 -2.5 0.5 1.6 0.065
H 1.779 2.762 4.557 -1.0 0.9 -0.2 0.133
H -0.135 2.213 2.459 -6.5 1.5 -3.4 -0.003
H 0.589 1.042 3.120 1.2 1.0 0.4 0.125
O -4.421 0.514 4.605 0.1 0.0 0.4 -0.312
S -3.327 0.609 3.676 1.2 0.6 2.7 0.669
O -1.937 0.663 4.203 -2.0 -0.7 -1.1 -0.337
C -3.602 -0.601 2.476 1.5 -2.9 -1.1 -0.227
C -3.408 0.065 1.089 7.2 1.6 3.0 -0.210
C -3.693 1.504 1.234 -6.2 3.0 0.0 -0.233
C -3.495 1.974 2.641 -1.5 1.5 -0.1 -0.286
H -4.605 -0.968 2.487 -1.0 0.3 0.6 0.098
H -3.014 -1.572 2.819 -0.6 2.1 -1.2 0.149
H -2.252 0.095 0.790 -1.9 -0.7 0.7 0.158
H -3.835 -0.385 0.336 -2.6 -2.4 -3.8 0.042
H -4.911 1.612 1.253 2.4 -0.5 -0.8 0.170
H -3.430 2.353 0.529 0.3 -1.8 0.3 0.136
H -4.176 2.787 2.993 -0.3 -1.3 -0.1 0.141
H -2.640 2.501 2.715 3.6 1.3 0.4 0.044
O -2.843 -0.986 -2.103 -0.8 0.1 0.9 -0.312
S -2.282 0.300 -2.417 0.0 -0.7 -1.0 0.650
O -2.842 1.551 -1.970 0.0 -0.1 0.4 -0.304
C -0.550 0.168 -2.212 0.5 5.1 1.7 -0.220
C -0.004 1.048 -3.376 -0.9 1.6 2.7 -0.198
C -0.797 0.804 -4.603 -0.9 1.6 1.3 -0.220
C -2.166 0.341 -4.175 -1.3 -0.3 -2.9 -0.220
H -0.378 -0.818 -1.959 1.0 -2.3 -0.5 0.053
H -0.167 0.809 -1.355 -1.0 -1.2 -0.3 0.113
H 0.056 2.168 -2.984 -0.6 -2.3 -0.9 0.171
H 0.971 0.778 -3.475 3.0 -0.6 -0.6 0.054
H -0.198 0.340 -5.290 0.9 -2.7 -1.6 0.092
H -0.909 1.694 -5.131 -0.4 2.0 -0.6 0.096
H -2.397 -0.636 -4.636 0.0 0.2 0.8 0.120
H -2.920 1.030 -4.621 0.3 -0.4 0.8 0.122
```
Forces are in eV/Å.

* SMILES string: C[C@H]1COC(=O)O1.C[C@H]1COC(=O)O1.O=S1(=O)CCCC1.O=S1(=O)CCCC1.O=S1(=O)CCCC1
* ΔE to the lowest compared entry with this formula, charge and spin: 750.4 kJ/mol
* maximum force: 7.943 eV/Å

***

| no. | HOMO energy (eV) | orbital gap (Eh) |
| --- | --- | --- |
| 1 | -10.7 | 0.4079 |
| 2 | -9.3 | 0.3587 |
| 3 | -9.3 | 0.0665 |
| 4 | -10.4 | 0.3873 |